A 6-piece molecular cluster, C45H80ClF3NO20P overall at a distorted geometry, computed with ωB97M-V/def2-TZVPD.

Properties
Charge: 0
Largest force on an atom in eV/A: 1.27
SMILES: CCCCCCCCCCCCCCCCCC[C@@H](COC(F)(F)F)O[C@H](CO[C@H](Cl)CN)P(O)O.C[C@@H]1COC(=O)O1.C[C@@H]1COC(=O)O1.C[C@@H]1COC(=O)O1.C[C@@H]1COC(=O)O1.C[C@@H]1COC(=O)O1

Positions of all 151 atoms, in Å:
C 9.7974 -2.4111 2.5618
C 10.6496 -1.4852 1.6857
C 9.9926 -1.1246 0.3383
C 9.4595 0.3156 0.2531
C 8.0104 0.4422 0.7534
C 6.9688 -0.0596 -0.2707
C 5.9393 0.9702 -0.7644
C 6.3910 2.4246 -0.9174
C 5.4588 3.2172 -1.8567
C 4.8442 4.4655 -1.2224
C 3.8038 4.0854 -0.1490
C 2.3666 4.0765 -0.6779
C 1.2924 4.1088 0.4098
C -0.1049 4.4537 -0.1130
C -0.6825 3.3904 -1.0681
C -1.6755 2.4458 -0.3934
C -2.4392 1.5273 -1.3673
C -3.9625 1.4620 -1.1205
C -4.5073 0.0529 -0.9188
C -4.4532 -0.8764 -2.1236
O -3.1170 -1.2117 -2.5252
C -2.7993 -2.5008 -2.4801
F -2.8162 -3.0249 -1.2699
F -1.6032 -2.6405 -2.9682
F -3.6381 -3.2605 -3.2026
O -3.8316 -0.5575 0.1820
C -4.6303 -0.9454 1.2641
C -5.1647 0.2087 2.1168
O -4.0997 1.1150 2.3502
C -4.4337 2.1797 3.1981
Cl -4.6170 3.6803 2.2110
C -3.3892 2.3671 4.2922
N -3.9463 3.1896 5.3671
P -3.6041 -2.0817 2.3845
O -4.0478 -3.5242 1.7233
O -2.1979 -2.0456 1.5734
H 8.7741 -2.0340 2.6473
H 9.7399 -3.4136 2.1279
H 10.2050 -2.4958 3.5730
H 11.6103 -1.9783 1.5057
H 10.8698 -0.5749 2.2536
H 9.1864 -1.8386 0.1320
H 10.7277 -1.2674 -0.4617
H 9.5025 0.6482 -0.7902
H 10.1064 0.9688 0.8489
H 7.8119 1.4676 1.0746
H 7.9265 -0.1710 1.6592
H 6.4102 -0.8901 0.1666
H 7.4975 -0.4818 -1.1332
H 5.6054 0.6359 -1.7566
H 5.0502 0.9238 -0.1253
H 7.4227 2.4582 -1.2831
H 6.3868 2.9157 0.0630
H 5.9882 3.4951 -2.7746
H 4.6352 2.5626 -2.1718
H 4.3494 5.0635 -1.9913
H 5.6216 5.0919 -0.7728
H 3.8868 4.7422 0.7245
H 4.0346 3.0748 0.2159
H 2.2513 3.1521 -1.2595
H 2.2183 4.9244 -1.3561
H 1.5861 4.8619 1.1530
H 1.2513 3.1478 0.9389
H -0.7797 4.5509 0.7477
H -0.0787 5.4424 -0.5878
H 0.1464 2.8178 -1.4993
H -1.1928 3.8772 -1.9092
H -1.1395 1.8232 0.3351
H -2.3846 3.0511 0.1777
H -2.0305 0.5189 -1.2926
H -2.2508 1.8545 -2.3957
H -4.2153 2.0367 -0.2242
H -4.5168 1.9261 -1.9456
H -5.5834 0.1252 -0.6927
H -5.0295 -1.7813 -1.9171
H -4.9305 -0.3762 -2.9722
H -5.5009 -1.5308 0.9170
H -6.0247 0.7138 1.6563
H -5.5021 -0.2120 3.0774
H -5.4233 2.0368 3.6415
H -3.1026 1.3526 4.6082
H -2.5105 2.8603 3.8684
H -3.2325 3.3265 6.0732
H -4.6913 2.6636 5.8188
H -5.0099 -3.6044 1.7770
H -1.7887 -1.1757 1.7001
C -7.3029 -7.0127 -1.9223
C -7.0797 -5.6252 -2.4599
C -6.8920 -4.5290 -1.4308
O -7.3869 -3.3775 -2.1249
C -8.2892 -3.7972 -3.0496
O -9.0013 -3.0791 -3.6692
O -8.2506 -5.1440 -3.1517
H -7.5855 -7.6906 -2.7262
H -6.3877 -7.3840 -1.4612
H -8.1019 -7.0163 -1.1799
H -6.2525 -5.6130 -3.1751
H -5.8564 -4.3683 -1.1373
H -7.5115 -4.6950 -0.5450
C 1.0896 -0.8737 -3.1048
C 1.7641 -1.3905 -1.8634
C 2.2657 -0.3473 -0.8855
O 3.3633 -1.0264 -0.2597
C 3.8405 -1.9436 -1.1363
O 4.8654 -2.5318 -0.9974
O 2.9985 -2.0728 -2.1815
H 0.9185 -1.6866 -3.8091
H 0.1282 -0.4279 -2.8465
H 1.7119 -0.1224 -3.5941
H 1.1231 -2.1139 -1.3534
H 1.5375 -0.0546 -0.1332
H 2.6509 0.5404 -1.3954
C 0.8861 -7.6867 -1.8896
C 1.1964 -6.2374 -2.1490
C 0.1480 -5.2360 -1.7032
O 0.3503 -4.1627 -2.6287
C 0.8831 -4.6794 -3.7649
O 1.0020 -4.0784 -4.7818
O 1.2414 -5.9651 -3.5647
H 1.6144 -8.3255 -2.3867
H 0.9218 -7.8889 -0.8191
H -0.1043 -7.9442 -2.2671
H 2.1732 -5.9678 -1.7373
H 0.2819 -4.8769 -0.6859
H -0.8667 -5.6209 -1.8309
C -4.6689 -3.5648 7.6876
C -4.2130 -2.2625 7.0888
C -3.5578 -1.2770 8.0357
O -3.8803 -0.0148 7.4270
C -5.0116 -0.1779 6.7128
O -5.6360 0.7195 6.2303
O -5.3407 -1.4784 6.6310
H -5.2654 -4.1232 6.9675
H -3.8045 -4.1689 7.9622
H -5.2791 -3.3938 8.5756
H -3.5768 -2.4356 6.2201
H -2.4796 -1.3801 8.1164
H -4.0107 -1.3039 9.0295
C -1.1478 7.2889 -4.5244
C -0.1857 7.0639 -3.3897
C 0.1260 8.2673 -2.5220
O 1.4518 7.9741 -2.0648
C 2.0416 7.1697 -2.9803
O 3.1885 6.8591 -2.9679
O 1.1311 6.7438 -3.8839
H -1.1772 6.4169 -5.1761
H -2.1502 7.4632 -4.1329
H -0.8460 8.1492 -5.1228
H -0.5087 6.2244 -2.7665
H -0.5378 8.3888 -1.6703
H 0.1551 9.1900 -3.1067

A 7-piece molecular cluster, C45H86F6N6O12 overall at a distorted geometry, computed with ωB97M-V/def2-TZVPD.

Properties
Charge: 0
Largest force on an atom in eV/A: 9.73
SMILES: CCOCCCCC[C@]1(CCCC(F)(F)C(F)(F)F)OC(=O)O[C@@]1(CCF)CCCCCCCCOC(C)=O.CNC(C)=O.CNC(C)=O.CNC(C)=O.CNC(C)=O.CNC(C)=O.CNC(C)=O

Positions of all 155 atoms, in Å:
C 2.8072 -4.1840 5.3803
C 3.1635 -3.4662 6.8285
O 3.9583 -2.2453 6.4769
C 4.9727 -1.9886 7.5457
C 5.1720 -0.3386 7.5860
C 6.2987 0.1267 6.4884
C 5.9361 1.5727 5.7371
C 6.3283 1.6009 4.1464
C 5.0988 2.1679 3.1667
C 5.5161 3.7470 3.0277
C 4.6213 4.6155 1.9644
C 4.3037 6.1722 2.4873
C 3.0076 6.2610 3.4945
F 3.0264 5.1049 4.4596
F 3.1606 7.5575 4.2548
C 1.5537 6.3515 2.7419
F 0.5122 6.0977 3.8059
F 1.3218 5.3265 1.6975
F 1.2355 7.6719 2.1512
O 3.6958 1.9306 3.6381
C 3.6129 0.4484 3.5104
O 2.8126 -0.4277 4.1606
O 4.5461 -0.0364 2.4779
C 5.0014 1.2271 1.8084
C 6.4142 0.7644 1.0849
C 7.4565 1.9947 0.7888
F 6.9012 3.0841 -0.0486
C 3.7748 1.5033 0.7361
C 3.1808 0.1536 0.0210
C 1.8714 -0.5070 0.7514
C 0.6360 0.5294 1.0437
C -0.8373 -0.2207 1.2413
C -2.0990 0.8297 1.3055
C -3.5119 0.1290 1.8607
C -4.5012 1.1953 2.6306
O -4.1799 1.3473 4.0594
C -5.3831 1.2851 4.9090
C -5.6885 2.4747 6.0321
O -6.2880 0.2788 4.8744
H 1.9186 -3.5759 4.8647
H 2.4455 -5.2971 5.5513
H 3.7853 -4.1635 4.6985
H 2.1550 -3.2083 7.3631
H 3.7914 -4.2176 7.5021
H 5.9659 -2.5755 7.3356
H 4.4721 -2.4005 8.5449
H 4.1273 0.1359 7.2806
H 5.4852 0.0016 8.6864
H 7.3050 0.2988 7.0943
H 6.4953 -0.7312 5.7030
H 6.6203 2.3824 6.2847
H 4.8315 1.8663 5.9867
H 6.6891 0.5266 3.8555
H 7.2873 2.3049 4.0471
H 5.4163 4.2396 4.1103
H 6.6549 3.9179 2.7237
H 3.5721 4.1148 1.8326
H 5.1098 4.6838 0.8815
H 5.2829 6.6501 2.9215
H 4.0032 6.7677 1.4978
H 6.9996 -0.0148 1.7636
H 6.2151 0.2328 0.0398
H 7.9168 2.3856 1.7949
H 8.3665 1.5307 0.1713
H 2.8998 2.1533 1.1617
H 4.2632 2.1524 -0.1392
H 4.0266 -0.6854 0.0037
H 2.9471 0.4105 -1.1187
H 2.1332 -1.1230 1.7391
H 1.4460 -1.3271 -0.0035
H 0.8616 1.0316 2.1031
H 0.5822 1.4418 0.2843
H -0.8247 -0.8525 2.2327
H -0.9878 -0.8940 0.2959
H -2.3393 1.1479 0.1856
H -1.9236 1.7726 1.9769
H -4.0991 -0.3495 0.9669
H -3.2977 -0.7422 2.6311
H -4.3130 2.2524 2.1198
H -5.6344 0.9245 2.4271
H -6.8545 2.5626 6.2609
H -5.1726 2.1780 7.0603
H -5.3124 3.5321 5.6904
C -4.5843 3.6940 -3.8774
N -4.0407 2.9220 -2.7850
C -2.9860 3.2284 -1.9767
C -2.2658 4.5262 -2.2160
O -2.6526 2.4511 -1.0857
H -5.6320 3.9073 -3.6533
H -4.5273 3.0860 -4.7833
H -4.0472 4.6307 -4.0334
H -4.4738 2.0329 -2.5619
H -1.4508 4.6298 -1.4948
H -1.8396 4.5378 -3.2229
H -2.9532 5.3660 -2.0835
C -6.9523 -1.8355 -4.9384
N -6.7736 -0.7596 -3.9922
C -5.6380 -0.3971 -3.3298
C -4.3869 -1.1905 -3.5854
O -5.6611 0.5535 -2.5518
H -7.2960 -1.4040 -5.8813
H -7.7220 -2.5054 -4.5482
H -6.0329 -2.3975 -5.1088
H -7.5734 -0.1783 -3.7678
H -3.5676 -0.7831 -2.9870
H -4.5397 -2.2341 -3.2969
H -4.1100 -1.1235 -4.6410
C -8.6829 -5.8583 -8.2398
N -7.8358 -4.9497 -7.5039
C -7.2779 -3.7811 -7.9315
C -7.5520 -3.3419 -9.3430
O -6.5754 -3.1235 -7.1677
H -9.6320 -5.9444 -7.7058
H -8.1935 -6.8347 -8.2623
H -8.8686 -5.5206 -9.2604
H -7.6055 -5.1777 -6.5432
H -7.0408 -2.3951 -9.5365
H -7.1749 -4.0884 -10.0474
H -8.6252 -3.1906 -9.4864
C -0.1618 1.3184 -5.5432
N 0.3817 0.5464 -4.4508
C 1.4364 0.8528 -3.6425
C 2.1567 2.1505 -3.8818
O 1.7699 0.0754 -2.7514
H -1.2095 1.5317 -5.3190
H -0.1049 0.7104 -6.4490
H 0.3753 2.2551 -5.6991
H -0.0514 -0.3428 -4.2276
H 2.9717 2.2542 -3.1605
H 2.5829 2.1622 -4.8887
H 1.4692 2.9904 -3.7493
C 0.9368 -9.5505 7.5190
N 1.7161 -8.4321 7.0429
C 2.4804 -8.3536 5.9163
C 2.5513 -9.5620 5.0247
O 3.0844 -7.3153 5.6583
H -0.1044 -9.2293 7.5969
H 1.3043 -9.8215 8.5114
H 1.0025 -10.4157 6.8577
H 1.7185 -7.5792 7.5912
H 3.1971 -9.3471 4.1692
H 2.9747 -10.4079 5.5733
H 1.5544 -9.8108 4.6511
C -3.0928 -0.0750 -9.6257
N -2.2457 0.8336 -8.8898
C -1.6879 2.0022 -9.3174
C -1.9619 2.4413 -10.7289
O -0.9853 2.6598 -8.5536
H -4.0419 -0.1611 -9.0917
H -2.6034 -1.0515 -9.6481
H -3.2785 0.2626 -10.6463
H -2.0155 0.6055 -7.9291
H -1.4507 3.3881 -10.9224
H -1.5848 1.6948 -11.4333
H -3.0352 2.5927 -10.8723

A 13-piece molecular cluster, C45H87F3O28 overall at a distorted geometry, computed with ωB97M-V/def2-TZVPD.

Properties
Charge: 0
Largest force on an atom in eV/A: 3.37

Positions of all 163 atoms, in Å:
C -5.9819 -1.1443 -0.4476
C -5.2634 -2.4228 -0.8396
O -4.2227 -2.1683 -1.8218
C -4.4768 -2.1647 -3.0949
O -5.5657 -2.3344 -3.5780
C -3.2225 -1.8900 -3.9342
F -2.1816 -1.6425 -3.2009
F -2.9319 -2.9640 -4.7315
F -3.4256 -0.8134 -4.7269
H -6.6731 -1.2332 0.3967
H -6.5064 -0.6412 -1.2591
H -5.2142 -0.4714 -0.0096
H -5.9472 -3.2199 -1.1277
H -4.7401 -2.8858 0.0238
C 1.6100 6.3388 -1.5731
C 1.4805 5.1350 -2.5296
C 2.9161 4.8380 -2.7497
O 3.5563 5.0751 -1.5177
C 2.7808 5.9918 -0.6993
H 0.6719 6.5576 -1.0605
H 1.8209 7.1730 -2.2474
H 0.9481 5.3368 -3.4574
H 0.9399 4.3132 -2.0249
H 3.3253 5.5242 -3.4798
H 3.0708 3.7968 -2.9455
H 3.4692 6.7973 -0.5208
H 2.4207 5.5703 0.2463
C -1.3122 2.0434 -5.7810
C -0.7333 0.6852 -6.3057
C 0.7481 1.1266 -6.5037
O 0.9762 1.9133 -5.3155
C -0.1654 2.7016 -5.0873
H -2.1577 1.7974 -5.1631
H -1.6430 2.6385 -6.6340
H -1.1494 0.3355 -7.2703
H -0.9118 -0.0176 -5.5304
H 0.7932 1.7108 -7.4597
H 1.5016 0.3551 -6.4823
H -0.0439 3.7143 -5.4909
H -0.2110 2.6842 -3.9873
C 3.6297 -2.7313 -1.1550
C 3.0217 -3.8605 -2.0144
C 1.8804 -3.1990 -2.7914
O 1.9908 -1.8009 -2.4653
C 2.5946 -1.6111 -1.1752
H 4.5707 -2.3347 -1.5917
H 3.9920 -3.0257 -0.1885
H 2.6326 -4.6772 -1.3638
H 3.7538 -4.3876 -2.6505
H 0.9139 -3.6371 -2.4770
H 1.9581 -3.3845 -3.8503
H 1.9132 -1.7668 -0.3620
H 3.0732 -0.6388 -1.2368
C -4.0329 2.3789 -0.1776
C -3.6801 3.9282 -0.5239
C -2.7383 3.8270 -1.7684
O -3.0228 2.5759 -2.3290
C -3.1700 1.6556 -1.2558
H -5.1234 2.3546 -0.3561
H -3.7762 2.0879 0.8113
H -3.1582 4.2666 0.3972
H -4.5619 4.5385 -0.7319
H -1.7383 3.7530 -1.4225
H -2.8310 4.6285 -2.5370
H -2.1546 1.4349 -0.9172
H -3.5902 0.7140 -1.6866
C -0.4059 5.0345 3.0606
C -0.6101 3.5838 2.5793
C -0.3292 3.6498 1.1325
O -0.7359 4.9513 0.7418
C -0.9561 5.8104 1.9155
H 0.6634 5.2279 3.2202
H -0.9284 5.1966 4.0072
H -1.6274 3.3198 2.8766
H 0.0628 2.8788 3.0398
H -0.9174 2.9200 0.5373
H 0.7499 3.5291 0.9609
H -2.0368 6.0195 1.9780
H -0.3899 6.7210 1.7361
C -6.3276 -7.5793 0.1734
O -4.9253 -7.7741 -0.0370
C -4.2871 -6.6848 -0.5171
O -4.8862 -5.6440 -0.7185
O -3.0054 -6.9165 -0.5351
C -2.2268 -5.7889 -1.0017
H -6.5557 -6.9554 1.0310
H -6.7801 -8.5897 0.2380
H -6.6915 -6.9493 -0.6881
H -1.2144 -6.0461 -0.6690
H -2.6053 -5.0034 -0.3670
H -2.4358 -5.6508 -2.0799
C 4.0582 0.3640 -4.2331
O 5.0721 0.9303 -3.4112
C 4.6932 1.6166 -2.3212
O 3.5041 1.7003 -1.9797
O 5.7456 2.1145 -1.7648
C 5.5046 2.5996 -0.3773
H 3.4213 1.1969 -4.5416
H 3.4713 -0.3588 -3.6145
H 4.5520 -0.1279 -5.1080
H 5.0283 1.8134 0.1333
H 4.8452 3.4361 -0.4808
H 6.4771 2.8171 -0.0128
C -1.5222 -2.1779 -0.1114
O -0.7891 -1.0541 -0.5851
C -0.4765 -0.1155 0.3892
O -0.8517 -0.1956 1.5570
O 0.1872 0.9089 -0.1025
C 0.5088 1.0393 -1.4273
H -0.9030 -2.8678 0.4744
H -1.8255 -2.6978 -1.0192
H -2.3542 -1.8239 0.4972
H 0.7775 0.0975 -1.9091
H 1.3268 1.7175 -1.5244
H -0.2977 1.5217 -2.0186
C 2.5046 1.5475 1.7002
O 3.1843 0.3099 1.3154
C 3.5727 -0.4128 2.3561
O 3.2146 -0.2819 3.5430
O 4.4885 -1.2798 1.9124
C 5.2061 -2.0705 2.8800
H 1.5284 1.3438 2.1672
H 2.3504 2.1277 0.8022
H 3.1498 2.0741 2.4066
H 4.6275 -2.8995 3.2487
H 5.4840 -1.3940 3.6913
H 6.0879 -2.4539 2.3218
C 0.7396 -2.8069 3.7707
O 1.8401 -3.5677 3.1128
C 1.5478 -4.6362 2.4440
O 0.4585 -5.1657 2.3816
O 2.6410 -5.0809 1.8106
C 2.4651 -6.2850 1.0593
H 0.0631 -3.3282 4.4047
H 0.1678 -2.3540 2.9922
H 1.2646 -2.0170 4.3495
H 1.5959 -6.1868 0.3899
H 2.4082 -7.1444 1.7444
H 3.3894 -6.4442 0.4195
C 1.3523 1.1740 5.4520
O 2.5420 1.0097 6.3053
C 2.9881 2.1289 6.8558
O 2.5152 3.2754 6.7753
O 4.0328 1.7404 7.5653
C 4.5087 2.7128 8.5353
H 0.5539 0.9929 6.1873
H 1.4694 0.5198 4.5868
H 1.2914 2.1926 4.9942
H 5.5416 2.4816 8.7548
H 3.8363 2.5838 9.3803
H 4.4031 3.7394 8.1405
C -3.4208 0.1004 3.2496
O -3.6921 -1.1787 2.5228
C -3.2138 -2.3056 3.0442
O -2.5589 -2.3683 4.1015
O -3.5409 -3.1847 2.0971
C -3.4795 -4.5551 2.6094
H -4.0410 0.8422 2.7154
H -2.3467 0.2280 3.0743
H -3.6188 -0.1116 4.3121
H -3.8806 -4.5504 3.6545
H -2.4324 -4.9195 2.5125
H -4.2361 -5.0851 1.9677

| no. | HOMO energy (eV) | HOMO-LUMO gap (eV) |
| --- | --- | --- |
| 1 | -9.23 | 9.170 |
| 2 | -8.72 | 8.867 |
| 3 | -9.41 | 9.943 |